[1]
Molecular formula: C12H31Cl2O2P2Ti
Method: DFT, wB97M-V/def2-TZVPD

ORCA input file:
```
! RIJCOSX wB97M-V def2-TZVPD def2/J DEFGRID3
* xyz 3 1
C 1.68 -2.37 -2.22
C 1.10 -0.98 -2.15
H 1.39 -2.78 -3.20
H 1.20 -3.06 -1.48
H 2.79 -2.43 -2.15
O 0.42 -0.49 -3.04
Cl 2.14 -3.04 1.19
Ti 1.23 -1.37 0.04
P -1.11 -2.15 0.38
C -2.81 -1.58 0.01
C -1.28 -3.92 -0.04
H -2.31 -4.26 0.17
H -2.17 -2.75 2.50
H -0.57 -4.53 0.54
H -0.42 -2.45 2.72
H -2.98 -1.57 -1.07
H -1.09 -4.04 -1.11
C -1.33 -2.11 2.22
H -3.55 -2.26 0.47
H -1.55 -1.07 2.51
H -2.97 -0.57 0.41
P 2.38 0.85 -0.93
C 1.64 2.02 -2.13
C 2.84 2.12 0.31
H 4.66 0.08 -0.94
H 4.40 1.44 -2.07
H 3.88 -0.22 -2.52
C 3.99 0.50 -1.69
H 3.51 1.69 1.06
H 3.34 2.94 -0.21
H 2.44 2.71 -2.45
H 0.83 2.58 -1.65
H 1.94 2.51 0.81
H 1.25 1.47 -3.00
Cl 1.04 0.15 1.77
C -1.42 2.00 3.49
C -2.13 2.46 2.23
O -1.95 1.51 1.20
C -2.04 2.08 -0.10
C -1.42 1.15 -1.11
H -1.50 0.92 3.64
H -1.83 2.51 4.37
H -0.36 2.25 3.44
H -3.21 2.61 2.44
H -1.70 3.44 1.94
H -3.10 2.23 -0.37
H -1.53 3.06 -0.11
H -2.05 0.29 -1.31
H -1.24 1.68 -2.05
H -0.46 0.75 -0.77
*
```

LUMO level (spin up / spin down) (eV): -15.01 / -15.23
HOMO energy (spin up / spin down) (Ha): -0.6622 / -0.6593
Kohn-Sham gap (spin up / spin down) (eV): 3.0 / 2.7

***

[2]
Molecular formula: C12H31MnO9P2
Method: DFT, wB97M-V/def2-TZVPD

ORCA input file:
```
! RIJCOSX wB97M-V def2-TZVPD def2/J DEFGRID3
* xyz 1 6
Mn 1.63 -11.13 -24.38
O 0.58 -12.14 -23.08
H 0.86 -12.63 -22.28
C 5.59 -9.49 -20.59
C 6.04 -9.82 -22.03
O 5.91 -11.12 -22.58
P 4.55 -12.02 -22.53
O 3.32 -11.39 -23.12
O 5.00 -13.38 -23.20
C 5.21 -13.50 -24.59
C 6.64 -13.13 -25.12
O 4.31 -12.54 -21.01
C 3.14 -12.88 -20.37
C 2.49 -14.11 -20.99
H 5.51 -8.42 -20.40
H 4.52 -9.69 -20.53
H 6.17 -9.95 -19.78
H 5.42 -9.20 -22.68
H 7.05 -9.57 -22.35
H 5.21 -14.50 -25.01
H 4.50 -12.85 -25.10
H 7.46 -13.09 -24.41
H 6.92 -13.81 -25.92
H 6.74 -12.11 -25.49
H 3.17 -12.95 -19.28
H 2.40 -12.10 -20.57
H 2.44 -14.09 -22.08
H 3.18 -14.90 -20.70
H 1.51 -14.26 -20.53
C -4.00 -7.45 -25.81
C -3.47 -8.66 -25.07
O -2.30 -9.08 -25.64
P -1.63 -10.43 -25.01
O -0.22 -10.58 -25.34
O -1.88 -10.32 -23.43
C -2.52 -11.28 -22.61
C -4.01 -11.16 -22.54
O -2.63 -11.68 -25.52
C -2.53 -12.19 -26.85
C -3.34 -13.58 -26.97
H -3.29 -6.63 -25.78
H -4.04 -7.70 -26.87
H -4.87 -6.98 -25.34
H -3.23 -8.51 -24.02
H -4.28 -9.39 -25.18
H -2.11 -12.28 -22.75
H -2.22 -10.99 -21.60
H -4.54 -11.21 -23.49
H -4.46 -11.84 -21.82
H -4.30 -10.16 -22.21
H -2.94 -11.46 -27.54
H -1.49 -12.22 -27.18
H -2.90 -14.15 -27.78
H -3.51 -14.16 -26.06
H -4.40 -13.46 -27.21
*
```

Energy relative to the best compared isomer or geometry (same formula, charge and spin) (kJ/mol): 260.0
LUMO level (spin up / spin down) (eV): -3.50 / -4.04
HOMO energy (spin up / spin down) (Ha): -0.4550 / -0.4649
Kohn-Sham gap (spin up / spin down) (eV): 8.9 / 8.6

***

[3]
Molecular formula: C12H31N4O7Y
Method: DFT, wB97M-V/def2-TZVPD

ORCA input file:
```
! RIJCOSX wB97M-V def2-TZVPD def2/J DEFGRID3
* xyz 0 1
Y 0.01 -0.29 0.71
O -1.31 -1.42 2.02
H -1.84 -1.82 2.73
O 2.14 -0.90 0.78
H 3.08 -1.13 0.67
O -0.19 1.93 0.80
H 0.29 2.77 0.67
C 1.27 0.87 -2.48
O 0.49 0.53 -1.54
N 2.40 1.60 -2.24
C 2.79 1.93 -0.87
C 3.39 1.84 -3.32
H 1.04 0.71 -3.55
H 3.53 2.73 -0.87
H 3.21 1.06 -0.37
H 1.88 2.22 -0.35
H 4.28 1.24 -3.13
H 2.99 1.76 -4.33
H 3.68 2.89 -3.24
C -2.74 0.59 -1.41
O -2.01 -0.18 -0.75
N -4.06 0.69 -1.35
C -4.75 1.71 -2.17
C -4.80 0.10 -0.26
H -2.28 1.35 -2.07
H -4.05 2.21 -2.84
H -5.08 2.51 -1.52
H -5.58 1.21 -2.66
H -4.96 0.91 0.45
H -5.70 -0.29 -0.75
H -4.26 -0.64 0.33
C 1.56 1.56 3.62
O 1.08 0.58 3.01
N 2.83 1.64 4.20
C 3.60 2.88 4.52
C 3.67 0.52 4.37
H 1.07 2.54 3.61
H 2.98 3.77 4.45
H 4.43 3.03 3.84
H 4.03 2.68 5.50
H 3.10 -0.20 4.96
H 3.92 0.03 3.44
H 4.57 0.62 4.98
C -0.40 -3.16 -1.55
O -0.10 -2.33 -0.68
N -1.55 -3.83 -1.61
C -1.66 -5.01 -2.47
C -2.50 -3.75 -0.48
H 0.20 -3.32 -2.46
H -1.26 -5.80 -1.83
H -1.25 -4.81 -3.46
H -2.67 -5.41 -2.62
H -2.56 -2.73 -0.09
H -3.54 -3.84 -0.77
H -2.39 -4.36 0.41
*
```

Energy relative to the best compared isomer or geometry (same formula, charge and spin) (kJ/mol): 177.3
LUMO level (eV): 0.65
HOMO energy (Ha): -0.2797
Kohn-Sham gap (eV): 8.3

***

[4]
Molecular formula: C12H32AsHgN4O2Si2
Method: DFT, wB97M-V/def2-TZVPD

ORCA input file:
```
! RIJCOSX wB97M-V def2-TZVPD def2/J DEFGRID3
* xyz 0 2
Hg 0.20 -0.07 2.34
N -1.67 -1.75 0.41
C -2.92 -1.04 0.62
C -4.06 -1.41 -0.34
C -3.75 -1.32 -1.84
C -3.33 0.04 -2.40
N -4.27 1.09 -2.02
C -3.96 2.31 -1.59
N -4.98 3.19 -1.39
N -2.71 2.72 -1.45
C -2.70 0.48 0.54
O -3.61 1.22 0.95
O -1.61 0.86 -0.01
H -1.17 -1.35 -0.37
H -1.81 -2.74 0.26
H -3.28 -1.24 1.63
H -4.92 -0.77 -0.09
H -4.37 -2.44 -0.14
H -4.63 -1.67 -2.39
H -2.95 -2.02 -2.10
H -3.28 -0.02 -3.49
H -2.34 0.31 -2.04
H -5.24 0.83 -1.97
H -5.92 2.83 -1.44
H -4.84 3.84 -0.64
H -2.07 2.04 -0.92
H -2.62 3.66 -1.11
C 5.43 1.37 1.54
Si 3.85 0.64 2.26
C 4.16 -1.18 2.64
C 3.47 1.51 3.88
As 2.08 1.11 0.79
Si 2.25 -0.73 -0.68
C 1.03 -0.38 -2.07
C 1.83 -2.40 0.07
C 3.98 -0.83 -1.40
H 6.26 1.22 2.23
H 5.31 2.44 1.37
H 5.69 0.91 0.59
H 4.94 -1.26 3.40
H 4.49 -1.73 1.76
H 3.26 -1.66 3.02
H 4.31 1.42 4.57
H 2.59 1.08 4.35
H 3.28 2.57 3.71
H 0.05 -0.13 -1.65
H 0.93 -1.25 -2.73
H 1.36 0.47 -2.66
H 0.83 -2.40 0.50
H 2.54 -2.67 0.86
H 1.88 -3.17 -0.70
H 4.29 0.13 -1.83
H 4.01 -1.58 -2.20
H 4.72 -1.11 -0.65
*
```

LUMO level (spin up / spin down) (eV): 0.27 / -0.56
HOMO energy (spin up / spin down) (Ha): -0.2254 / -0.2860
Kohn-Sham gap (spin up / spin down) (eV): 6.4 / 7.2

***

no.,DFT total energy (a.u.),molar mass (g mol⁻¹)
1,-3077.6864,388.10
2,-2986.6445,436.26
3,-1259.9641,432.31
4,-3814.2253,596.10